No. 1
A molecular structure, C29H46F3IN7O9PS3Ti, computed with ωB97M-V/def2-TZVPD.

Each line ends with the Löwdin charge.
Positions of all 100 atoms, in Å:
Ti -0.984 -0.418 1.782  1.10
N 1.420 -3.244 1.542  0.06
N 1.819 -2.917 2.838  -0.01
C 1.570 -1.664 3.296  -0.41
N 2.042 -1.335 4.505  0.20
N 0.947 -0.807 2.508  0.07
N 0.214 0.287 3.095  -0.51
O 0.199 0.547 4.342  -0.08
O 0.080 1.216 2.129  -0.16
H 1.021 -4.172 1.524  0.09
H 2.189 -3.170 0.887  0.07
H 2.611 -3.396 3.243  0.15
H 2.295 -2.077 5.137  0.12
H 1.601 -0.497 4.892  0.09
C 0.592 4.310 1.268  -0.40
S -0.816 3.924 0.217  0.74
C -2.109 4.816 1.100  -0.41
H 0.483 3.836 2.242  0.03
H 0.704 5.389 1.376  0.04
H 1.482 3.910 0.781  0.01
H -2.011 5.891 0.953  0.04
H -2.072 4.578 2.162  0.03
H -3.072 4.485 0.719  0.02
C 4.983 -0.296 -2.611  -0.08
C 3.635 -0.866 -2.172  -0.69
C 3.097 -1.828 -3.236  -0.09
C 3.834 -1.666 -0.877  -0.11
P 2.327 0.408 -1.747  1.17
C 3.249 1.639 -0.753  -0.35
C 4.142 2.596 -1.242  -0.10
C 4.773 3.483 -0.385  -0.07
C 4.535 3.422 0.984  -0.08
C 3.657 2.476 1.486  -0.09
C 3.016 1.598 0.621  -0.12
C 1.710 1.282 -3.288  -0.69
C 0.589 0.399 -3.860  -0.10
C 2.703 1.601 -4.406  -0.08
C 1.064 2.579 -2.790  -0.10
H 5.666 -1.122 -2.829  0.09
H 5.435 0.311 -1.827  0.08
H 4.903 0.311 -3.512  0.07
H 3.775 -2.681 -3.322  0.09
H 3.031 -1.363 -4.219  0.07
H 2.110 -2.213 -2.969  0.08
H 4.630 -2.402 -1.020  0.09
H 2.913 -2.199 -0.630  0.05
H 4.111 -1.022 -0.038  0.08
H 4.352 2.655 -2.301  0.09
H 5.454 4.223 -0.784  0.11
H 5.029 4.117 1.651  0.11
H 3.449 2.431 2.548  0.11
H 2.305 0.887 1.022  0.07
H 0.956 -0.552 -4.247  0.07
H -0.171 0.179 -3.106  0.06
H 0.105 0.927 -4.687  0.09
H 3.138 0.703 -4.842  0.07
H 3.513 2.250 -4.078  0.06
H 2.172 2.126 -5.206  0.09
H 0.399 2.397 -1.943  0.03
H 0.462 3.017 -3.591  0.09
H 1.801 3.318 -2.477  0.08
N -2.550 1.044 -0.917  0.08
C -3.390 -0.043 -1.337  -0.31
C -4.189 -0.704 -0.410  -0.03
C -4.798 -1.902 -0.758  -0.07
C -4.620 -2.442 -2.025  -0.31
C -3.901 -1.730 -2.970  -0.09
C -3.279 -0.537 -2.629  -0.05
S -5.196 -4.109 -2.379  0.40
O -4.493 -4.465 -3.598  -0.36
O -6.635 -4.009 -2.483  -0.33
O -4.742 -4.853 -1.199  -0.40
H -2.349 1.695 -1.669  0.10
H -2.943 1.593 -0.155  0.07
H -4.333 -0.295 0.582  0.09
H -5.396 -2.440 -0.032  0.13
H -3.784 -2.155 -3.959  0.11
H -2.678 -0.007 -3.361  0.10
O -0.391 -0.279 -0.113  -0.24
H -1.147 0.285 -0.540  0.04
H 0.485 0.012 -0.499  -0.01
I -1.463 -3.388 -0.944  1.16
C -2.222 -3.326 0.986  -0.71
C -3.205 -4.253 1.313  -0.10
C -3.605 -4.347 2.630  -0.01
C -2.998 -3.551 3.597  -0.03
C -2.072 -2.628 3.182  -0.14
N -1.710 -2.475 1.888  -0.08
H -3.665 -4.836 0.523  0.07
H -4.381 -5.050 2.905  0.13
H -3.259 -3.626 4.642  0.12
H -1.595 -1.962 3.898  0.12
F -3.939 2.643 5.072  0.16
C -2.998 1.908 4.485  -0.67
F -2.607 0.956 5.327  0.15
F -1.969 2.686 4.180  0.15
S -3.719 1.155 2.965  0.58
O -3.794 2.199 1.991  -0.25
O -4.888 0.463 3.386  -0.22
O -2.638 0.157 2.571  -0.41

Results
- M (g/mol) = 995.7
- electronic energy (a.u.) = -5175.7502
- ΔE to the lowest compared entry with this formula, charge and spin (kcal per mole) = 81.44
- Kohn-Sham gap (alpha / beta) (Eh) = 0.2382 / 0.2382

---

No. 2
A molecular structure, C29H46F3IN7O9PS3Ti in a non-equilibrium geometry, computed with ωB97M-V/def2-TZVPD.

Each line ends with the Mulliken spin population.
Positions of all 100 atoms, in Å:
Ti -0.045 -1.085 0.227  1.05
N -1.056 1.437 -2.628  0.00
N -2.129 1.762 -1.800  0.01
C -2.195 1.297 -0.533  0.03
N -3.231 1.741 0.204  0.01
N -1.265 0.509 -0.043  0.05
N -1.715 -0.190 1.152  0.01
O -2.733 -0.952 0.971  0.33
O -1.599 0.460 2.237  0.38
H -0.469 2.255 -2.768  0.00
H -1.398 1.072 -3.509  0.00
H -2.681 2.580 -2.018  0.00
H -4.055 2.079 -0.264  0.00
H -3.372 1.316 1.112  0.01
C 2.024 4.591 -1.072  0.00
S 0.512 3.641 -0.806  0.00
C -0.563 4.919 -0.122  0.00
H 1.850 5.400 -1.777  0.00
H 2.763 3.906 -1.487  0.00
H 2.384 4.985 -0.123  0.00
H -0.795 5.671 -0.874  0.00
H -0.083 5.387 0.736  0.00
H -1.478 4.432 0.212  0.00
C 0.458 2.705 2.871  0.00
C 0.727 1.596 3.904  0.00
C 1.897 2.060 4.782  0.00
C -0.519 1.502 4.799  0.00
P 1.101 -0.043 2.939  -0.01
C 2.916 0.251 2.695  -0.01
C 3.206 1.301 1.816  0.00
C 4.503 1.730 1.580  0.00
C 5.565 1.077 2.185  0.00
C 5.305 0.013 3.034  0.00
C 4.000 -0.387 3.297  0.00
C 0.934 -1.475 4.177  0.00
C 1.538 -1.263 5.572  0.00
C -0.562 -1.794 4.334  0.01
C 1.567 -2.730 3.551  0.00
H 0.012 3.562 3.385  0.00
H -0.233 2.377 2.096  0.01
H 1.377 3.058 2.403  0.00
H 1.584 2.968 5.306  0.00
H 2.782 2.306 4.198  0.00
H 2.180 1.329 5.535  0.00
H -0.715 2.500 5.201  0.00
H -0.374 0.843 5.651  0.00
H -1.401 1.181 4.255  0.00
H 2.391 1.809 1.313  0.00
H 4.685 2.548 0.895  0.00
H 6.582 1.386 1.983  0.00
H 6.125 -0.512 3.507  0.00
H 3.856 -1.196 3.993  0.00
H 0.995 -0.525 6.155  0.00
H 2.585 -0.972 5.551  0.00
H 1.472 -2.212 6.113  0.00
H -1.106 -1.011 4.853  0.00
H -0.660 -2.717 4.912  0.00
H -1.045 -1.951 3.369  0.00
H 2.608 -2.608 3.266  0.00
H 1.006 -3.051 2.678  0.01
H 1.511 -3.543 4.279  0.00
N 1.276 0.379 -1.023  -0.02
C 2.534 0.510 -1.733  0.03
C 2.519 1.038 -3.020  0.00
C 3.698 1.194 -3.728  0.00
C 4.906 0.832 -3.149  0.00
C 4.925 0.291 -1.874  0.00
C 3.740 0.127 -1.169  0.00
S 6.444 1.118 -4.050  0.00
O 6.365 2.540 -4.344  0.00
O 6.321 0.251 -5.207  0.00
O 7.474 0.741 -3.099  0.00
H 1.225 1.131 -0.333  0.00
H 0.531 0.595 -1.684  0.00
H 1.573 1.324 -3.471  0.00
H 3.702 1.611 -4.727  0.00
H 5.883 0.022 -1.446  0.00
H 3.783 -0.250 -0.154  0.00
O 1.811 -1.846 0.608  0.02
H 1.735 -2.836 0.641  0.00
H 2.620 -1.641 0.111  0.00
I 2.078 -2.720 -2.613  0.00
C 0.043 -2.252 -2.700  0.05
C -0.541 -2.536 -3.929  -0.01
C -1.907 -2.416 -4.081  0.02
C -2.647 -2.046 -2.971  -0.01
C -1.995 -1.753 -1.796  0.05
N -0.647 -1.791 -1.643  -0.02
H 0.085 -2.876 -4.741  0.00
H -2.377 -2.638 -5.029  0.00
H -3.726 -2.006 -2.996  0.00
H -2.570 -1.504 -0.914  0.00
F -2.522 -5.037 1.806  0.00
C -1.212 -5.246 1.728  0.00
F -0.989 -6.506 1.379  0.00
F -0.666 -5.021 2.920  0.00
S -0.477 -4.141 0.455  0.00
O -1.156 -4.470 -0.757  0.00
O 0.952 -4.392 0.507  0.00
O -0.773 -2.784 1.013  -0.01

Results
- M (g/mol) = 995.7
- electronic energy (a.u.) = -5175.7132
- ΔE to the lowest compared entry with this formula, charge and spin (kcal per mole) = 58.50
- Kohn-Sham gap (alpha / beta) (Eh) = 0.2418 / 0.2065
- <S²> = 2.009
- 2S+1 = 3

---

No. 3
4 unconnected molecules or ions with the total composition C29H46F6N2O8S in a non-equilibrium geometry, computed with ωB97M-V/def2-TZVPD.

Each line ends with the Löwdin charge.
Positions of all 92 atoms, in Å:
C 0.154 -0.635 -0.174  -0.03
C -0.102 0.183 -1.445  -0.22
C -0.495 1.512 -1.264  -0.04
C -0.794 2.332 -2.348  -0.06
C -0.678 1.767 -3.620  -0.08
C -0.293 0.449 -3.808  -0.06
C 0.016 -0.387 -2.717  -0.18
C 0.400 -1.833 -3.037  -0.08
C 1.881 -2.263 -2.811  -0.34
C 2.139 -2.722 -1.394  -0.20
N 2.334 -3.082 -0.311  0.22
C 2.320 -3.501 -3.707  -0.12
C 1.184 -4.490 -4.029  -0.15
C 0.727 -5.391 -2.830  -0.05
C 1.188 -6.845 -3.085  -0.44
F 0.670 -7.592 -2.052  0.10
F 0.676 -7.370 -4.215  0.14
C 2.726 -7.034 -2.977  -0.54
F 3.235 -6.334 -1.952  0.16
F 3.054 -8.316 -2.787  0.17
F 3.380 -6.634 -4.083  0.16
C 2.980 -1.158 -3.081  -0.24
C 3.167 -0.195 -1.951  -0.18
N 3.155 0.659 -1.162  0.23
S 2.845 -0.320 -4.692  0.68
O 1.898 -0.937 -5.552  -0.23
O 2.730 1.076 -4.516  -0.21
F 4.286 -0.554 -5.353  -0.15
H -0.394 -0.185 0.666  0.07
H 1.235 -0.634 0.033  0.06
H -0.175 -1.671 -0.350  0.07
H -0.590 1.887 -0.240  0.12
H -1.124 3.355 -2.171  0.10
H -0.941 2.399 -4.471  0.11
H -0.251 0.109 -4.844  0.11
H -0.249 -2.510 -2.453  0.13
H 0.139 -2.001 -4.092  0.11
H 2.800 -3.148 -4.635  0.12
H 3.085 -4.046 -3.131  0.12
H 0.298 -4.035 -4.494  0.11
H 1.580 -5.174 -4.801  0.11
H 1.158 -5.121 -1.858  0.11
H -0.372 -5.440 -2.806  0.14
H 3.938 -1.714 -3.115  0.15
C -6.599 4.612 -3.718  -0.11
O -7.026 3.672 -2.746  -0.19
C -6.414 2.399 -2.905  -0.20
C -5.277 2.201 -1.922  -0.20
O -4.198 3.087 -2.185  -0.20
C -4.183 4.202 -1.311  -0.11
H -6.915 5.602 -3.390  0.09
H -5.512 4.613 -3.834  0.08
H -7.071 4.394 -4.682  0.09
H -6.065 2.263 -3.933  0.13
H -7.184 1.647 -2.708  0.12
H -4.890 1.184 -2.034  0.13
H -5.630 2.315 -0.892  0.13
H -3.822 3.900 -0.322  0.09
H -5.169 4.661 -1.217  0.08
H -3.496 4.942 -1.722  0.09
C -0.417 -1.183 5.951  -0.11
O -1.524 -0.347 6.248  -0.19
C -1.410 0.942 5.658  -0.20
C -2.252 1.055 4.403  -0.20
O -1.764 0.208 3.370  -0.20
C -2.511 -0.990 3.240  -0.11
H -0.685 -2.203 6.225  0.09
H -0.162 -1.161 4.889  0.08
H 0.451 -0.877 6.545  0.09
H -0.363 1.179 5.446  0.12
H -1.777 1.664 6.394  0.13
H -2.189 2.082 4.030  0.12
H -3.303 0.839 4.618  0.13
H -3.466 -0.781 2.747  0.09
H -2.693 -1.470 4.203  0.09
H -1.938 -1.676 2.615  0.08
C 2.216 3.001 4.275  -0.11
O 2.414 2.259 5.469  -0.20
C 3.522 1.373 5.383  -0.20
C 4.743 1.939 6.083  -0.20
O 5.234 3.097 5.422  -0.19
C 4.847 4.300 6.063  -0.11
H 1.522 3.812 4.495  0.09
H 3.149 3.431 3.903  0.09
H 1.774 2.360 3.506  0.09
H 3.748 1.136 4.339  0.13
H 3.230 0.445 5.884  0.12
H 5.541 1.191 6.054  0.12
H 4.523 2.155 7.133  0.13
H 5.439 4.449 6.972  0.09
H 3.784 4.305 6.314  0.08
H 5.044 5.124 5.379  0.09

Results
- M (g/mol) = 696.7
- electronic energy (a.u.) = -2841.2623
- ΔE to the lowest compared entry with this formula, charge and spin (kcal per mole) = 12.60
- Kohn-Sham gap (Eh) = 0.3441
- structure (SMILES) = Cc1ccccc1C[C@@](C#N)(CCCC(F)(F)C(F)(F)F)[C@H](C#N)S(=O)(=O)F.COCCOC.COCCOC.COCCOC

---

No. 4
A molecular structure, C29H47BF4N4Sn in a non-equilibrium geometry, computed with ωB97M-V/def2-TZVPD.

Each line ends with the Löwdin charge.
Positions of all 86 atoms, in Å:
Sn -0.175 -0.313 -0.290  1.12
C -2.237 -3.940 0.314  -0.06
C -1.493 -1.863 0.257  -0.28
N -1.128 -3.149 0.420  0.00
H -4.326 -3.376 -0.009  0.10
N -2.831 -1.850 0.116  0.00
H -2.183 -5.011 0.383  0.10
C 0.104 -0.249 -2.494  -0.37
C 0.778 0.779 -3.159  -0.15
C 0.747 0.840 -4.561  -0.09
C 0.072 -0.138 -5.296  -0.34
C -0.544 -1.189 -4.624  -0.10
C -0.519 -1.257 -3.227  -0.18
H 1.319 1.546 -2.609  0.07
H 1.250 1.653 -5.088  0.09
H -1.051 -1.965 -5.199  0.08
H -1.007 -2.102 -2.743  0.08
C 0.013 -0.043 -6.792  -0.11
H -0.412 -0.960 -7.211  0.06
H 1.013 0.108 -7.213  0.06
H -0.610 0.802 -7.113  0.07
C 0.280 -3.614 0.587  -0.55
C 0.243 -5.064 1.026  -0.09
C 1.027 -3.498 -0.742  -0.06
H -0.171 -5.712 0.246  0.07
H 1.272 -5.388 1.217  0.08
H -0.328 -5.185 1.954  0.09
H 1.938 -3.236 1.898  0.08
H 0.365 -2.719 2.583  0.10
H 0.913 -2.516 -1.234  0.02
C 0.963 -2.781 1.664  -0.08
H 0.658 -4.253 -1.446  0.08
H 2.098 -3.667 -0.569  0.08
H 1.172 -1.742 1.357  -0.01
C -3.288 -3.138 0.120  -0.07
C -3.503 -0.223 -1.606  -0.09
H -3.820 -1.045 -2.262  0.07
H -4.139 0.652 -1.802  0.07
C -3.649 -0.635 -0.141  -0.56
H -3.886 1.348 0.650  0.07
C -5.096 -0.970 0.157  -0.15
H -5.216 -1.310 1.191  0.08
H -2.465 0.040 -1.875  0.04
H -2.191 0.878 0.537  -0.02
H -5.488 -1.725 -0.532  0.06
H -5.692 -0.060 0.028  0.07
C -3.201 0.494 0.777  -0.10
H -3.189 0.182 1.830  0.09
C 3.255 3.160 0.406  -0.07
N 2.801 1.877 0.140  -0.02
H 2.111 5.047 0.387  0.09
N 1.107 3.180 -0.046  -0.02
H 4.281 3.369 0.646  0.09
C 3.634 0.654 0.342  -0.55
C 5.088 1.024 0.085  -0.08
C 3.472 0.176 1.787  -0.02
H 5.468 1.716 0.843  0.06
H 5.694 0.110 0.138  0.08
H 5.212 1.455 -0.914  0.09
H 3.953 -1.263 -0.572  0.07
H 3.197 -0.070 -1.662  0.09
H 2.417 0.096 2.087  0.07
C 3.230 -0.440 -0.631  -0.09
H 3.961 0.881 2.468  0.08
H 3.950 -0.806 1.906  0.09
H 2.248 -0.869 -0.367  -0.03
C 2.193 3.978 0.281  -0.07
C -0.983 3.389 1.252  -0.03
H -0.592 4.079 2.008  0.08
H -2.065 3.556 1.166  0.08
C -0.309 3.663 -0.096  -0.54
H -2.088 3.374 -1.261  0.07
C -0.287 5.165 -0.346  -0.10
H 0.254 5.407 -1.268  0.08
H -0.801 2.369 1.614  0.06
H -1.119 1.899 -1.114  -0.01
H 0.150 5.707 0.499  0.06
H -1.323 5.514 -0.461  0.08
C -1.061 2.992 -1.234  -0.09
H -0.581 3.203 -2.195  0.08
C 1.509 1.918 -0.164  -0.16
F 0.189 0.617 2.374  -0.10
B -0.088 0.210 3.802  -1.18
F 0.958 -0.653 4.167  0.09
F -0.125 1.381 4.550  0.10
F -1.331 -0.470 3.773  0.07

Results
- M (g/mol) = 657.2
- electronic energy (a.u.) = -1990.9052
- net charge = -2
- Kohn-Sham gap (alpha / beta) (Eh) = 0.0748 / 0.0694